[1]
Below is CHN3O in the gas phase, with properties calculated with ωB97M-V/def2-TZVPD.

Last column: Mulliken charge in e.
Atoms and positions in Å:
N 0.887 1.023 0.348  -0.44
C 0.488 -0.111 0.191  0.63
N -0.118 -1.165 -0.062  -0.41
N -1.431 -0.728 -0.545  0.22
O -1.613 0.442 -0.575  -0.30
H 1.787 0.539 0.644  0.31

Forces on atoms 1 to 2 (eV/Å):
1.217 -1.017 0.494
-1.227 -0.123 -0.517

Calculated values
Spin multiplicity: 1
SMILES: N=C=NN=O
ΔE to the lowest compared entry with this formula, charge and spin (kcal/mol): 132.7
Highest occupied orbital energy (eV): -10.560
Kohn-Sham gap (eV): 10.190
Lowest unoccupied orbital energy (eV): -0.37

[2]
Below is 2 unconnected molecules or ions with the total composition C11H21NO2, with properties calculated with ωB97M-V/def2-TZVPD.

Last column: Mulliken charge in e.
Atoms and positions in Å:
C -2.320 0.690 0.408  0.51
C -3.260 0.188 -1.780  -0.58
C -0.039 0.198 0.114  -0.54
C 1.066 1.683 -1.542  -1.97
C 2.729 0.850 0.110  -1.52
C 0.714 2.179 1.010  -1.64
C 0.422 -1.930 -0.768  -1.92
C -1.117 -1.811 1.177  -1.94
C 1.120 -1.610 1.598  -1.86
C 1.176 1.193 -0.074  1.83
C 0.096 -1.231 0.609  2.61
N -1.157 0.650 -0.210  -0.24
O -2.379 0.857 1.635  -0.63
O -3.409 0.600 -0.366  -0.39
H -3.233 1.071 -2.342  0.36
H -4.069 -0.495 -2.047  0.31
H 1.053 0.836 -2.147  0.44
H 1.931 2.347 -1.618  0.49
H 0.186 2.251 -1.624  0.49
H 3.020 0.382 -0.844  0.39
H 3.199 1.860 0.137  0.42
H 2.954 0.192 0.958  0.37
H 1.332 1.888 1.900  0.33
H -0.321 2.286 1.213  0.35
H 1.086 3.171 0.698  0.40
H 0.230 -2.935 -0.629  0.60
H 1.378 -1.851 -1.093  0.42
H -0.352 -1.648 -1.499  0.22
H -0.939 -2.892 1.298  0.51
H -1.470 -1.378 2.166  0.36
H -1.856 -1.690 0.370  0.43
H 1.340 -2.746 1.399  0.36
H 0.869 -1.412 2.608  0.39
H 2.055 -1.228 1.469  0.53
H -2.035 -0.516 -2.294  0.10

Forces on atoms 1 to 2 (eV/Å):
-0.372 -0.461 2.428
2.951 -2.240 0.192

Calculated values
Spin multiplicity: 1
ΔE to the lowest compared entry with this formula, charge and spin (kcal/mol): 109.4
Highest occupied orbital energy (eV): -9.106
Kohn-Sham gap (eV): 9.690
Lowest unoccupied orbital energy (eV): 0.58

[3]
Below is a molecular structure, C38H55FN3S4SbSi2Tc, with properties calculated with ωB97M-V/def2-TZVPD.

Last column: Mulliken charge in e.
Atoms and positions in Å:
Tc -0.238 0.280 0.210  -1.66
C -0.865 1.689 1.521  -0.67
Si -1.946 2.922 0.588  -0.22
C -3.116 1.745 -0.294  -1.63
N -2.460 0.420 -0.580  1.89
C -3.135 -0.650 0.223  1.13
C -4.321 -1.326 -0.478  -1.27
C -5.014 -0.388 -1.461  -1.09
C -4.023 0.042 -2.548  -1.01
C -2.578 0.109 -2.026  -0.72
C -1.044 4.036 -0.599  0.67
C -1.342 4.086 -1.960  -0.17
C -0.674 4.956 -2.812  -0.76
C 0.306 5.798 -2.310  -0.65
C 0.616 5.770 -0.956  -0.79
C -0.056 4.900 -0.112  -0.20
C -2.832 3.983 1.848  0.69
C -2.884 5.374 1.735  -0.21
C -3.471 6.152 2.724  -0.77
C -4.019 5.551 3.846  -0.49
C -3.992 4.168 3.973  -0.79
C -3.402 3.398 2.984  -0.52
H -1.606 1.183 2.169  0.28
H -0.135 2.185 2.167  0.70
H -3.526 2.170 -1.211  0.69
H -3.975 1.590 0.361  0.66
H -3.445 -0.200 1.167  0.80
H -2.399 -1.407 0.471  -1.69
H -5.030 -1.680 0.276  0.64
H -3.961 -2.204 -1.029  0.35
H -5.394 0.482 -0.924  0.25
H -5.878 -0.877 -1.910  0.57
H -4.330 0.993 -2.985  0.35
H -4.036 -0.687 -3.361  0.46
H -1.998 0.851 -2.574  0.19
H -2.089 -0.851 -2.178  0.12
H -2.102 3.434 -2.378  0.20
H -0.918 4.975 -3.866  0.47
H 0.824 6.480 -2.971  0.43
H 1.376 6.432 -0.560  0.44
H 0.193 4.895 0.945  0.52
H -2.467 5.860 0.861  0.33
H -3.502 7.229 2.616  0.41
H -4.469 6.157 4.622  0.39
H -4.431 3.694 4.842  0.42
H -3.395 2.318 3.102  0.25
S -1.965 -4.684 -0.128  -0.35
Sb -3.677 -3.981 1.503  0.69
S 0.323 -2.111 0.369  0.85
S -0.991 -3.066 -0.940  -0.04
S -2.725 -2.399 2.683  -0.38
C 0.713 -0.297 3.532  -1.27
C 1.716 0.313 2.619  -0.18
N 1.618 0.489 1.311  1.59
C 2.801 1.083 0.907  -0.81
C 3.607 1.269 1.980  -1.26
N 2.907 0.775 3.054  0.14
H 0.015 -0.919 2.975  -0.18
H 0.143 0.470 4.058  0.35
H 1.206 -0.925 4.276  0.49
H 2.995 1.306 -0.125  0.50
H 4.593 1.687 2.072  0.48
H 3.217 0.763 4.011  0.23
F 2.335 1.990 -5.120  -0.40
C 1.795 1.659 -3.932  -0.23
C 1.926 2.527 -2.869  -1.15
C 1.369 2.174 -1.645  -0.65
C 0.668 0.980 -1.472  2.69
C 0.542 0.145 -2.593  -0.16
C 1.116 0.462 -3.815  -1.06
H 2.454 3.462 -2.999  0.45
H 1.483 2.863 -0.818  1.10
H 0.006 -0.795 -2.526  0.37
H 1.031 -0.195 -4.671  0.54
C 3.311 -2.340 1.611  -0.70
Si 2.332 -3.212 0.289  -1.37
C 3.144 -2.948 -1.390  2.61
C 4.404 -3.832 -1.448  -2.03
C 2.244 -3.286 -2.584  -1.42
C 3.589 -1.481 -1.488  -2.22
C 1.982 -4.976 0.872  2.48
C 0.946 -4.964 2.004  -1.50
C 3.300 -5.527 1.457  -1.86
C 1.529 -5.918 -0.250  -1.60
H 4.287 -2.824 1.693  0.52
H 2.823 -2.410 2.585  0.22
H 3.480 -1.294 1.367  -0.14
H 4.162 -4.892 -1.535  0.37
H 5.050 -3.700 -0.576  0.38
H 4.990 -3.555 -2.329  0.52
H 1.842 -4.298 -2.539  0.25
H 2.827 -3.198 -3.506  0.53
H 1.406 -2.594 -2.661  0.08
H 4.392 -1.258 -0.783  0.34
H 2.771 -0.785 -1.309  0.43
H 3.971 -1.288 -2.495  0.53
H 1.213 -4.262 2.799  0.23
H 0.891 -5.961 2.452  0.58
H -0.049 -4.698 1.650  0.14
H 3.613 -4.983 2.349  0.34
H 4.123 -5.512 0.741  0.35
H 3.139 -6.569 1.747  0.56
H 0.583 -5.610 -0.696  0.19
H 1.389 -6.924 0.156  0.53
H 2.271 -5.990 -1.045  0.32

Forces on atoms 1 to 2 (eV/Å):
-0.116 0.032 -0.225
0.163 -0.208 0.065

Calculated values
Spin multiplicity: 1
ΔE to the lowest compared entry with this formula, charge and spin (kcal/mol): 0.0
Charge: +1
Highest occupied orbital energy (alpha / beta) (eV): -9.696 / -9.692
Kohn-Sham gap (alpha / beta) (eV): 5.371 / 5.368
Lowest unoccupied orbital energy (alpha / beta) (eV): -4.32 / -4.32

[4]
Below is C4H9NO in the gas phase, with properties calculated with ωB97M-V/def2-TZVPD.

Last column: Mulliken charge in e.
Atoms and positions in Å:
C 0.502 2.101 -0.294  -0.73
N -0.333 1.312 0.594  -0.54
C -0.588 0.122 0.259  0.79
C -1.362 -0.830 1.119  -0.97
O -0.179 -0.416 -0.943  -0.39
C 0.894 -1.333 -0.812  -0.78
H 0.823 1.566 -1.193  0.26
H -0.041 2.998 -0.599  0.30
H 1.393 2.425 0.254  0.26
H -2.203 -1.239 0.553  0.30
H -0.729 -1.677 1.410  0.28
H -1.725 -0.332 2.017  0.32
H 1.527 -1.223 -1.696  0.25
H 0.528 -2.364 -0.750  0.28
H 1.491 -1.109 0.081  0.37

Forces on atoms 1 to 2 (eV/Å):
0.135 0.174 -0.140
-0.056 -0.456 -0.143

Calculated values
Spin multiplicity: 1
SMILES: C/N=C(/C)OC
ΔE to the lowest compared entry with this formula, charge and spin (kcal/mol): 38.8
Highest occupied orbital energy (eV): -9.775
Kohn-Sham gap (eV): 10.760
Lowest unoccupied orbital energy (eV): 0.98

[5]
Below is a molecular structure, C17H20MnN5O4S4, with properties calculated with ωB97M-V/def2-TZVPD.

Last column: Löwdin spin population.
Atoms and positions in Å:
Mn 1.162 -0.826 0.110  3.81
N 2.782 -2.321 -2.556  0.01
C 3.507 -1.907 -1.521  0.01
N 3.002 -1.316 -0.440  0.00
C 3.999 -1.000 0.492  0.00
C 5.238 -1.344 0.116  0.00
S 5.219 -2.073 -1.454  0.00
C 3.498 -0.372 1.703  0.00
C 4.131 0.094 2.787  0.00
S 2.996 0.703 3.936  0.00
C 1.695 0.348 2.869  0.01
N 2.102 -0.225 1.738  -0.02
N 0.431 0.651 3.173  0.01
H 1.778 -2.238 -2.546  0.00
H 3.222 -2.727 -3.364  0.00
H 6.165 -1.211 0.648  0.00
H 5.187 0.107 2.997  0.00
H 0.228 0.982 4.104  0.00
H -0.361 0.245 2.685  0.00
O -2.185 -0.279 2.032  0.00
S -1.985 -1.665 1.683  0.01
O -1.940 -2.648 2.704  0.00
N -0.561 -1.690 0.786  0.02
C -0.809 -1.953 -0.484  0.02
O 0.198 -1.779 -1.272  -0.01
C -2.188 -2.285 -0.826  0.00
C -2.733 -2.675 -2.036  0.00
C -4.095 -2.952 -2.067  0.00
C -4.877 -2.838 -0.921  0.00
C -4.330 -2.440 0.299  0.00
C -2.983 -2.166 0.311  0.00
H -2.119 -2.772 -2.921  0.00
H -4.554 -3.267 -2.994  0.00
H -5.932 -3.069 -0.975  0.00
H -4.940 -2.357 1.188  0.00
C 0.401 4.911 -0.874  0.00
C 0.656 3.449 -1.214  0.00
S 0.323 2.372 0.182  0.01
O 0.431 0.959 -0.450  0.09
C -1.447 2.589 0.417  0.00
C -2.295 2.369 -0.819  0.00
H 0.766 5.528 -1.693  0.00
H 0.931 5.216 0.029  0.00
H -0.659 5.126 -0.749  0.00
H 1.708 3.264 -1.439  0.00
H 0.058 3.089 -2.050  0.00
H -1.560 3.588 0.845  0.00
H -1.690 1.870 1.201  0.00
H -2.180 3.176 -1.542  0.00
H -3.344 2.335 -0.529  0.00
H -2.047 1.423 -1.301  0.00

Forces on atoms 1 to 2 (eV/Å):
0.005 0.369 0.215
0.013 0.032 -0.051

Calculated values
Spin multiplicity: 5
ΔE to the lowest compared entry with this formula, charge and spin (kcal/mol): 0.0
Charge: +2
Highest occupied orbital energy (alpha / beta) (eV): -14.084 / -14.065
Kohn-Sham gap (alpha / beta) (eV): 6.225 / 7.384
Expectation value of S²: 6.049
Lowest unoccupied orbital energy (alpha / beta) (eV): -7.86 / -6.68

[6]
Below is 2 unconnected molecules or ions with the total composition CH2F2N2O, with properties calculated with ωB97M-V/def2-TZVPD.

Last column: Mulliken charge in e.
Atoms and positions in Å:
N -0.587 0.324 0.681  -0.55
C -0.743 1.083 1.621  0.62
O -0.691 1.960 2.371  -0.34
H -1.231 -0.236 0.266  0.18
F 2.022 1.855 -0.879  -0.16
N 1.832 0.478 -0.775  -0.07
F 2.837 0.106 0.146  -0.16
H 0.851 0.330 -0.399  0.49

Forces on atoms 1 to 2 (eV/Å):
1.604 1.461 1.746
0.464 0.726 -1.044

Calculated values
Spin multiplicity: 1
SMILES: N=C=O.FNF
ΔE to the lowest compared entry with this formula, charge and spin (kcal/mol): 49.1
Highest occupied orbital energy (eV): -10.277
Kohn-Sham gap (eV): 10.562
Lowest unoccupied orbital energy (eV): 0.28

[7]
Below is 2 unconnected molecules or ions with the total composition C19H29ClFN3O, with properties calculated with ωB97M-V/def2-TZVPD.

Last column: Mulliken charge in e.
Atoms and positions in Å:
Cl -1.370 5.789 3.362  -0.03
C -0.500 4.389 3.940  -0.44
N -0.466 3.310 2.882  -0.40
C -1.894 2.898 2.517  -0.47
C -1.877 1.828 1.426  -0.59
N -0.441 1.515 1.042  -0.08
F -0.431 0.557 0.048  0.07
C 0.305 0.998 2.259  -0.57
C 0.293 2.064 3.358  -0.40
C 0.235 2.775 0.531  -0.58
C 0.219 3.844 1.622  -0.43
H 0.511 4.694 4.205  0.41
H -0.990 4.024 4.841  0.41
H -2.399 2.545 3.421  0.45
H -2.433 3.791 2.187  0.45
H -2.350 0.901 1.754  0.42
H -2.405 2.147 0.526  0.42
H -0.172 0.069 2.579  0.43
H 1.318 0.733 1.948  0.42
H 1.310 2.357 3.633  0.43
H -0.184 1.688 4.267  0.40
H 1.250 2.515 0.227  0.38
H -0.289 3.097 -0.371  0.42
H -0.321 4.737 1.293  0.42
H 1.230 4.169 1.884  0.46
C -4.438 -2.795 -2.248  -0.46
C -3.900 -1.808 -3.050  -0.58
C -2.568 -1.481 -2.938  -0.50
C -1.740 -2.140 -2.022  0.70
C -0.331 -1.825 -1.981  -0.24
C 0.616 -2.542 -1.338  -0.45
N 1.983 -2.338 -1.487  0.20
C 2.858 -3.530 -1.501  -0.53
C 4.335 -3.169 -1.359  -0.61
O 4.716 -2.123 -2.242  -0.35
C 3.958 -0.940 -2.036  -0.73
C 2.467 -1.183 -2.263  -0.48
C -2.309 -3.133 -1.218  -0.45
C -3.644 -3.453 -1.330  -0.77
H -5.477 -3.058 -2.348  0.40
H -4.516 -1.307 -3.778  0.41
H -2.138 -0.732 -3.579  0.38
H -0.010 -1.016 -2.609  0.39
H 0.322 -3.402 -0.766  0.35
H 2.543 -4.199 -0.693  0.37
H 2.682 -4.065 -2.439  0.33
H 4.569 -2.845 -0.340  0.31
H 4.986 -4.026 -1.577  0.33
H 4.152 -0.592 -1.015  0.32
H 4.350 -0.172 -2.716  0.35
H 2.258 -1.369 -3.320  0.36
H 1.886 -0.303 -1.962  0.21
H -1.695 -3.658 -0.511  0.33
H -4.066 -4.230 -0.714  0.41

Forces on atoms 1 to 2 (eV/Å):
-0.035 0.178 0.113
0.029 0.302 0.382

Calculated values
Spin multiplicity: 1
ΔE to the lowest compared entry with this formula, charge and spin (kcal/mol): 53.2
Charge: +2
Highest occupied orbital energy (eV): -11.455
Kohn-Sham gap (eV): 4.627
Lowest unoccupied orbital energy (eV): -6.83

[8]
Below is a molecular structure, C17H14Cl3IN2OV, with properties calculated with ωB97M-V/def2-TZVPD.

Last column: Löwdin spin population.
Atoms and positions in Å:
V -0.216 0.097 -0.488  0.97
Cl -4.491 -0.007 5.138  0.00
C -3.522 0.415 3.762  0.00
C -3.132 -0.559 2.872  0.00
C -2.354 -0.184 1.789  0.01
Cl -1.820 -1.444 0.673  0.01
C -1.943 1.127 1.523  0.00
O -1.201 1.457 0.494  0.02
C -2.366 2.074 2.481  0.00
Cl -1.884 3.720 2.254  0.00
C -3.137 1.738 3.571  0.00
H -3.417 -1.593 3.011  0.00
H -3.437 2.502 4.274  0.00
I 3.052 -1.156 -1.846  0.00
C 2.768 -0.870 0.197  -0.01
C 3.850 -0.998 1.057  0.00
C 3.655 -0.799 2.412  -0.01
C 2.376 -0.516 2.870  0.00
C 1.356 -0.446 1.950  -0.01
N 1.534 -0.580 0.621  0.00
H 4.825 -1.239 0.662  0.00
H 4.488 -0.877 3.098  0.00
H 2.168 -0.371 3.920  0.00
H 0.340 -0.249 2.276  0.00
C 0.748 2.193 -2.238  0.00
C 0.507 0.966 -3.062  0.01
C 0.830 0.646 -4.351  0.00
C 0.366 -0.690 -4.565  0.00
C -0.213 -1.110 -3.397  0.00
C -0.844 -2.419 -3.050  0.00
N -0.126 -0.104 -2.460  0.01
H 1.498 2.835 -2.698  0.00
H 1.152 1.937 -1.240  0.00
H -0.160 2.779 -2.083  0.00
H 1.331 1.282 -5.065  0.00
H 0.440 -1.260 -5.479  0.00
H -0.762 -3.114 -3.884  0.00
H -1.904 -2.303 -2.810  0.00
H -0.354 -2.881 -2.187  0.00

Forces on atoms 1 to 2 (eV/Å):
0.469 0.323 -0.325
-0.004 -0.007 0.003

Calculated values
Spin multiplicity: 2
Highest occupied orbital energy (alpha / beta) (eV): -7.219 / -6.739
Kohn-Sham gap (alpha / beta) (eV): 7.021 / 6.538
Expectation value of S²: 0.769
Lowest unoccupied orbital energy (alpha / beta) (eV): -0.20 / -0.20

These records have energy values of -278.04608, -636.81805, -4237.77800, -287.77067, -3977.87364, -423.64243, -1540.19257, -3463.23390 Ha, in the order they appear.
These records have max |F| values of 1.81, 4.74, 0.61, 0.48, 0.43, 3.19, 1.52, 0.66 eV Å⁻¹, in the order they appear.